Here is one molecule with the formula C4H6F2 in a non-equilibrium geometry from the Open Molecules 2025 dataset. Energies are from ωB97M-V with the def2-TZVPD basis set.

Properties
net charge	0
HOMO energy	-10.1	eV
SMILES	C[C@H](F)/C=C/F
HOMO-LUMO gap	0.40674	Ha
lowest unoccupied orbital energy	1.00	eV
relative energy (zero: lowest compared OMol25 entry of this formula, charge and spin)	20.5	kcal/mol
electronic energy	-355.69208	Ha

Each line ends with the Löwdin charge.
Positions of all 12 atoms, in Å:
C1 1.5037 1.2382 -0.1666  -0.038
C2 1.0676 -0.1000 0.4121  -0.386
C3 -0.3583 -0.4518 0.0388  -0.029
C4 -1.4971 0.2577 0.1616  -0.104
H1 2.4422 1.5946 0.2221  0.073
H2 1.5144 1.2225 -1.2475  0.086
H3 0.7065 1.9718 0.0699  0.080
H4 1.1683 -0.2732 1.5317  0.164
H5 -0.4397 -1.4751 -0.1730  0.099
H6 -1.6555 1.3579 0.3096  0.127
F1 1.9051 -1.0056 -0.2159  -0.035
F2 -2.7976 -0.1126 -0.1606  -0.036